1.
{"formula": "C13H21NOS", "method": "ωB97M-V/def2-TZVPD", "smiles": "CCCC[C@H](CC)CNC(=O)c1cccs1", "e_above_lowest_ev": 0.0101, "homo_lumo_gap_ha": 0.357, "total_charge": 0, "lumo_ev": 0.560, "homo_ev": -9.153, "total_energy_ha": -1036.1570, "elements": ["C", "C", "C", "C", "C", "C", "C", "C", "N", "C", "O", "C", "C", "C", "C", "S", "H", "H", "H", "H", "H", "H", "H", "H", "H", "H", "H", "H", "H", "H", "H", "H", "H", "H", "H", "H", "H"], "positions_angstrom": [[3.78741, -1.94314, 0.99339], [2.83091, -1.17463, 0.08838], [1.64864, -2.01897, -0.39230], [0.60414, -2.28652, 0.69540], [-0.32799, -1.09114, 0.93562], [-1.01104, -1.20506, 2.30285], [-1.88948, -0.00667, 2.64682], [-1.35462, -0.97756, -0.20814], [-1.58801, 0.38640, -0.61625], [-0.96998, 0.92004, -1.69472], [-0.27742, 0.27109, -2.45872], [-1.21367, 2.35665, -1.91248], [-0.75312, 3.08742, -2.97195], [-1.13508, 4.44213, -2.91918], [-1.87976, 4.73121, -1.82015], [-2.13188, 3.35571, -0.82688], [4.62707, -1.31333, 1.27935], [4.17638, -2.81871, 0.47785], [3.29083, -2.27516, 1.90206], [2.46456, -0.29168, 0.61577], [3.38245, -0.82411, -0.78637], [2.03184, -2.97256, -0.76192], [1.17551, -1.50689, -1.23190], [-0.00255, -3.15104, 0.41626], [1.11275, -2.53729, 1.62749], [0.27644, -0.17794, 0.93146], [-1.61247, -2.11709, 2.32824], [-0.23790, -1.30057, 3.06868], [-1.32280, 0.91894, 2.56498], [-2.75406, 0.05224, 1.98962], [-2.25443, -0.09122, 3.66809], [-2.30474, -1.43232, 0.08475], [-0.98237, -1.49115, -1.09669], [-2.07466, 0.99364, 0.02401], [-0.16158, 2.64748, -3.75386], [-0.86803, 5.16986, -3.66420], [-2.30127, 5.67192, -1.52536]], "forces_ev_per_a": [[-0.112, 0.193, -0.090], [-0.004, -0.227, -0.053], [-0.011, 0.074, 0.117], [0.043, 0.236, -0.131], [-0.011, -0.420, 0.157], [0.107, 0.305, -0.153], [0.130, -0.245, 0.059], [0.328, -0.077, 0.012], [-0.305, 0.041, 0.190], [-0.073, -0.101, -0.026], [0.133, -0.045, -0.089], [-0.123, 0.689, -0.008], [-0.057, -0.421, 0.270], [-0.096, 0.185, 0.079], [-0.104, -0.208, 0.264], [0.300, 0.036, -0.519], [0.106, -0.011, 0.083], [0.068, -0.115, -0.020], [0.007, -0.075, 0.125], [0.003, 0.119, -0.042], [-0.021, 0.104, 0.017], [0.023, -0.022, -0.096], [-0.046, -0.066, -0.092], [-0.045, -0.092, 0.067], [-0.029, -0.102, 0.083], [-0.022, 0.026, -0.022], [0.026, -0.100, 0.025], [0.003, -0.092, 0.015], [0.031, 0.148, 0.001], [-0.166, 0.062, -0.065], [-0.109, 0.080, 0.052], [0.032, -0.040, -0.025], [-0.113, -0.006, 0.104], [0.038, -0.053, -0.086], [0.105, -0.137, -0.108], [0.025, 0.140, -0.103], [-0.061, 0.216, 0.011]]}


2.
{"formula": "CH2NO3P", "method": "ωB97M-V/def2-TZVPD", "smiles": "N#COP(O)O", "e_above_lowest_ev": 0.4100, "homo_lumo_gap_ha": 0.399, "total_charge": 0, "lumo_ev": 0.291, "homo_ev": -10.557, "total_energy_ha": -661.1608, "elements": ["N", "C", "O", "P", "O", "O", "H", "H"], "positions_angstrom": [[3.25744, 0.26148, 0.34767], [2.11492, 0.09492, 0.26030], [0.88336, -0.06198, -0.04608], [-0.57468, -0.06453, 0.75067], [-1.23945, 1.24407, 0.13054], [-1.21068, -1.21423, -0.27425], [-1.05047, 1.28857, -0.84085], [-2.18042, -1.54830, -0.32801]], "forces_ev_per_a": [[-0.705, -0.160, 0.265], [0.710, 0.247, -0.069], [0.056, -0.210, -0.972], [-1.470, -1.327, 0.543], [0.473, 0.494, -1.204], [-1.236, -0.557, -0.101], [-0.414, 0.163, 0.821], [2.587, 1.350, 0.718]]}


3.
{"formula": "C2H4CoO2", "method": "ωB97M-V/def2-TZVPD", "multiplicity": 5, "homo_lumo_gap_ha": [0.404, 0.391], "total_charge": 3, "lumo_ev": [-16.814, -19.580], "homo_ev": [-27.808, -30.217], "total_energy_ha": -1610.2745, "elements": ["O", "H", "O", "Co", "H", "C", "C", "H", "H"], "positions_angstrom": [[0.70456, -0.63886, 0.56256], [1.39764, -1.19393, 0.94047], [-0.97453, 0.95163, -0.46100], [-0.77449, 0.33704, 1.34781], [-1.60714, 1.54475, -0.88347], [-0.14205, 0.28682, -1.35717], [0.70376, -0.60202, -0.81530], [-0.45383, 0.26457, -2.39794], [1.66016, -0.31791, -1.37641]], "forces_ev_per_a": [[-0.395, -0.542, -2.395], [1.127, -0.733, 0.621], [1.971, -1.290, -2.014], [-1.058, 0.329, 2.723], [-0.964, 0.981, -0.584], [-5.405, 1.396, 0.179], [4.146, 1.390, 1.699], [0.416, 0.619, -0.625], [0.163, -2.152, 0.395]]}


4.
{"formula": "C31H50N3OP2Zn", "method": "ωB97M-V/def2-TZVPD", "homo_lumo_gap_ha": 0.293, "total_charge": 1, "lumo_ev": -2.343, "homo_ev": -10.326, "total_energy_ha": -3912.6136, "elements": ["C", "C", "C", "C", "C", "H", "H", "H", "N", "P", "P", "C", "H", "H", "C", "H", "C", "C", "C", "C", "C", "H", "H", "H", "C", "H", "H", "H", "C", "H", "H", "H", "C", "H", "H", "H", "C", "H", "H", "H", "C", "H", "H", "H", "C", "H", "H", "H", "C", "H", "H", "H", "C", "H", "H", "H", "C", "H", "H", "H", "C", "H", "H", "H", "C", "H", "H", "H", "Zn", "C", "O", "N", "C", "C", "C", "C", "C", "H", "C", "H", "C", "H", "H", "H", "N", "H", "H", "H"], "positions_angstrom": [[-2.49120, 1.87004, -0.06653], [-2.80525, -0.42694, -0.22945], [-3.86565, 2.10481, 0.04792], [-4.19698, -0.26735, -0.19704], [-4.73100, 1.01505, -0.03288], [-4.19742, 3.13504, 0.14632], [-4.83443, -1.14322, -0.31442], [-5.80663, 1.16481, 0.02386], [-1.99606, 0.63634, -0.11527], [0.06452, 2.49002, -0.94962], [-0.92270, -2.31199, 0.79885], [-1.52560, 3.03876, -0.18086], [-2.02036, 3.83064, -0.76910], [-1.32889, 3.47450, 0.81476], [-2.14636, -1.75963, -0.53513], [-2.90139, -2.54959, -0.61485], [-0.29108, -3.99452, 0.09343], [-1.93519, -2.60281, 2.35245], [-0.22913, 2.73793, -2.81734], [1.34468, 3.62916, -0.17938], [0.98443, -3.71522, -0.72265], [1.77398, -3.27438, -0.09584], [1.36269, -4.67420, -1.11453], [0.80779, -3.04775, -1.57536], [0.10333, -4.93739, 1.23907], [0.85121, -4.47991, 1.89913], [-0.75616, -5.26711, 1.83548], [0.55987, -5.84012, 0.80166], [-1.32969, -4.68832, -0.80264], [-0.88955, -5.62731, -1.17590], [-2.24532, -4.95025, -0.25701], [-1.59626, -4.08699, -1.67971], [-0.92774, -2.85035, 3.49915], [-0.12463, -2.10220, 3.48211], [-1.46200, -2.74651, 4.45451], [-0.48106, -3.85076, 3.46200], [-2.72526, -1.33030, 2.70980], [-2.08135, -0.44612, 2.71510], [-3.56649, -1.16422, 2.02633], [-3.13206, -1.46380, 3.72514], [-2.91753, -3.78180, 2.18360], [-3.16799, -4.00328, 1.13825], [-2.54522, -4.69995, 2.65941], [-3.86747, -3.52564, 2.67840], [2.70495, 3.42780, -0.86618], [3.45874, 3.97172, -0.27731], [3.01328, 2.36949, -0.89664], [2.72868, 3.83651, -1.88583], [1.47026, 3.24902, 1.30902], [0.56183, 3.50725, 1.87158], [1.69290, 2.18563, 1.47213], [2.30301, 3.83387, 1.72906], [0.91370, 5.09716, -0.27028], [1.62697, 5.68872, 0.32378], [0.93287, 5.49112, -1.29146], [-0.08665, 5.25831, 0.15566], [-1.47255, 1.94166, -3.24860], [-1.61986, 2.07556, -4.33319], [-1.32117, 0.86808, -3.06253], [-2.38178, 2.27728, -2.73063], [0.96761, 2.15617, -3.58476], [1.04895, 1.07073, -3.42474], [0.81040, 2.32560, -4.66125], [1.92361, 2.61486, -3.30446], [-0.42893, 4.22414, -3.14758], [-1.22092, 4.69047, -2.54633], [0.49445, 4.80549, -3.03291], [-0.73718, 4.31421, -4.20039], [0.40594, 0.18155, -0.57007], [0.17658, -0.18404, 1.52815], [0.31900, 0.18592, 2.62712], [-0.21928, -1.00223, -1.99864], [-1.33967, -1.57356, -1.92518], [-2.02481, -2.06436, -3.18264], [-1.23596, -2.15616, -4.33765], [-3.39436, -2.37623, -3.24857], [-1.78509, -2.61108, -5.53965], [-0.18969, -1.84615, -4.26606], [-3.94238, -2.83324, -4.45114], [-4.04420, -2.24336, -2.37820], [-3.14230, -2.96265, -5.59551], [-1.16180, -2.68774, -6.42901], [-5.00423, -3.08074, -4.49970], [-3.57746, -3.32775, -6.53147], [2.52077, -0.34604, -0.41199], [2.82195, -0.81209, -1.27185], [2.63329, -1.00646, 0.36223], [3.12270, 0.46049, -0.23821]], "forces_ev_per_a": [[-0.563, 0.016, 0.325], [-0.473, 0.150, -0.214], [0.362, -0.222, -0.264], [0.193, 0.193, -0.177], [0.310, -0.137, 0.144], [-0.207, -0.249, -0.051], [0.063, 0.270, 0.064], [0.188, -0.063, -0.031], [0.017, -0.264, -0.360], [0.031, 0.331, -0.489], [-0.187, -0.810, -0.186], [-0.126, -0.164, 0.276], [0.347, -0.272, 0.160], [-0.001, -0.240, -0.343], [0.485, 0.241, -0.177], [0.032, 0.255, -0.049], [-0.203, 0.224, 0.193], [-0.055, -0.476, -0.296], [0.229, 0.359, 0.302], [-0.324, -0.012, -0.455], [0.076, -0.021, -0.250], [-0.178, -0.134, -0.060], [-0.073, 0.270, 0.149], [0.027, -0.211, 0.255], [0.040, -0.179, 0.012], [-0.151, -0.118, -0.115], [0.286, 0.116, -0.188], [-0.112, 0.263, 0.091], [0.080, -0.123, -0.083], [-0.123, 0.232, 0.096], [0.284, 0.029, -0.202], [0.072, -0.196, 0.190], [-0.101, -0.062, 0.029], [-0.164, -0.201, 0.111], [0.176, -0.089, -0.174], [-0.148, 0.364, 0.046], [-0.082, -0.087, -0.037], [-0.252, -0.032, 0.046], [0.271, -0.030, 0.296], [0.104, 0.079, -0.302], [-0.493, 0.009, 0.440], [0.069, 0.112, 0.349], [-0.127, 0.253, -0.237], [0.224, -0.189, -0.053], [0.161, 0.159, 0.119], [-0.112, -0.138, -0.194], [-0.157, 0.389, -0.077], [-0.034, -0.163, 0.325], [0.008, 0.044, -0.025], [0.268, -0.137, -0.094], [-0.062, 0.245, -0.100], [-0.265, -0.147, -0.033], [0.284, 0.307, 0.222], [-0.223, -0.020, -0.131], [-0.009, -0.134, 0.348], [0.289, -0.001, -0.124], [-0.040, -0.193, 0.272], [0.057, 0.034, 0.365], [-0.139, 0.300, -0.053], [0.140, -0.079, -0.185], [0.194, -0.039, -0.026], [-0.094, 0.222, -0.034], [0.067, -0.056, 0.281], [-0.261, -0.055, -0.156], [0.042, 0.051, -0.351], [0.220, -0.090, -0.109], [-0.260, -0.193, -0.072], [0.079, -0.041, 0.235], [-0.189, -0.180, -0.268], [1.367, 2.469, 2.071], [-0.735, -1.735, -2.333], [-0.477, 0.115, 0.692], [-0.098, 0.095, 0.347], [-0.188, -0.032, 0.129], [-0.211, -0.139, -0.252], [0.321, -0.050, -0.251], [-0.303, 0.058, 0.384], [-0.382, -0.209, -0.040], [0.165, 0.077, -0.165], [0.263, -0.138, -0.323], [0.086, 0.080, 0.260], [-0.144, 0.003, 0.191], [0.311, 0.072, -0.005], [0.164, 0.152, 0.394], [0.100, -0.072, 0.066], [-0.067, 0.179, 0.315], [0.092, 0.237, -0.346], [-0.048, -0.429, -0.047]]}


5.
{"formula": "C8H11ClN2O2S", "method": "ωB97M-V/def2-TZVPD", "smiles": "N#CC[C@@H](C#N)CCCCS(=O)(=O)Cl", "e_above_lowest_ev": 0.0000, "homo_lumo_gap_ha": 0.427, "total_charge": 0, "lumo_ev": 0.047, "homo_ev": -11.560, "total_energy_ha": -1429.7661, "elements": ["N", "C", "C", "C", "C", "N", "C", "C", "C", "C", "S", "O", "O", "Cl", "H", "H", "H", "H", "H", "H", "H", "H", "H", "H", "H"], "positions_angstrom": [[3.04023, -1.89222, 2.80766], [2.32707, -1.22629, 2.17539], [1.39261, -0.55677, 1.29717], [2.04563, -0.17524, -0.03023], [2.05573, -1.34825, -0.88819], [1.75867, -2.23260, -1.58197], [1.39627, 0.99691, -0.75283], [-0.07160, 0.80181, -1.15475], [-1.08635, 1.35099, -0.13373], [-1.94503, 0.33168, 0.59649], [-3.02125, -0.64998, -0.43368], [-3.93112, -1.28923, 0.45512], [-3.60098, 0.14609, -1.46000], [-1.88634, -2.12236, -1.27913], [1.05199, 0.32646, 1.81987], [0.57810, -1.23904, 1.13052], [3.07290, 0.09848, 0.15546], [1.97746, 1.14970, -1.64940], [1.51498, 1.90043, -0.17241], [-0.20751, 1.35566, -2.06853], [-0.21908, -0.24216, -1.38888], [-1.71309, 2.11028, -0.56910], [-0.51721, 1.85350, 0.63869], [-2.62786, 0.86568, 1.23884], [-1.38422, -0.31351, 1.24758]], "forces_ev_per_a": [[-1.034, 1.299, -0.894], [1.406, -1.921, 1.180], [0.279, 0.357, 0.253], [0.469, 0.216, 0.136], [-1.179, -1.636, -1.473], [0.828, 1.176, 0.991], [-0.411, -0.188, -0.379], [0.289, 0.498, 0.293], [0.544, -0.608, 0.120], [0.457, 0.432, -0.614], [-1.391, 0.144, 0.707], [0.160, -0.638, 0.386], [0.708, 0.332, -0.650], [0.035, 0.207, 0.148], [-0.297, 0.328, 0.007], [-0.541, -0.163, -0.042], [0.424, 0.144, 0.193], [0.225, 0.067, -0.356], [0.066, 0.258, 0.374], [-0.154, 0.039, -0.456], [-0.185, -0.186, -0.127], [-0.336, 0.135, -0.301], [0.044, 0.278, 0.340], [-0.615, 0.003, 0.112], [0.208, -0.573, 0.052]]}